[1]
Density functional theory data (ωB97M-V/def2-TZVPD) for a structure of composition C50H73BiClGeN8O6P3S in a non-equilibrium geometry.

```
144
Properties=species:S:1:pos:R:3
Bi -0.222 0.525 -0.335
C 4.992 -1.585 1.774
C 3.978 -2.697 1.510
C 4.127 -3.203 0.066
P 2.201 -2.213 1.860
C 1.466 -3.904 1.635
N 0.920 -4.156 0.298
Ge -0.021 -2.764 -0.695
N -2.007 -3.407 -0.868
C -3.058 -2.802 -0.041
P -2.397 -2.499 1.665
C -3.500 -1.138 2.271
C -3.205 -0.873 3.752
C -5.005 -1.264 2.027
C -2.932 -4.024 2.592
C -2.269 -5.227 1.920
C -4.429 -4.277 2.779
C -2.339 -3.836 -2.121
C -3.602 -3.702 -2.730
C -3.803 -4.179 -4.009
C -2.760 -4.777 -4.716
C -1.504 -4.914 -4.133
C -1.302 -4.465 -2.845
N -0.083 -4.622 -2.091
C -0.154 -5.724 -1.135
C -0.756 -6.941 -1.392
C -0.686 -7.959 -0.449
C -0.012 -7.731 0.741
C 0.551 -6.492 1.018
C 0.459 -5.449 0.089
C 1.137 -4.664 -2.874
C 1.617 -5.829 -3.452
C 2.770 -5.815 -4.217
C 3.440 -4.610 -4.377
C 2.993 -3.457 -3.751
C 1.832 -3.454 -2.954
N 1.329 -2.373 -2.259
C 2.238 -1.251 -2.095
P 1.473 0.365 -2.509
C 2.921 1.528 -2.388
C 4.282 0.883 -2.667
C 2.741 2.807 -3.216
C 0.906 0.169 -4.248
C 0.049 1.354 -4.708
C 2.048 -0.130 -5.218
C 2.256 -2.106 3.741
C 0.950 -2.557 4.409
C 2.568 -0.670 4.186
H 6.002 -1.956 1.578
H 4.976 -1.240 2.810
H 4.828 -0.736 1.099
H 4.188 -3.523 2.194
H 4.197 -2.362 -0.629
H 3.292 -3.834 -0.254
H 5.048 -3.785 -0.035
H 0.710 -4.056 2.411
H 2.273 -4.620 1.816
H -3.898 -3.499 0.008
H -3.427 -1.864 -0.461
H -3.147 -0.280 1.697
H -3.384 -1.767 4.360
H -3.858 -0.082 4.133
H -2.170 -0.556 3.902
H -5.244 -1.554 1.001
H -5.468 -1.986 2.697
H -5.476 -0.297 2.223
H -2.481 -3.899 3.580
H -2.755 -5.474 0.969
H -2.335 -6.105 2.567
H -1.216 -5.046 1.706
H -4.990 -4.168 1.847
H -4.868 -3.620 3.529
H -4.571 -5.305 3.125
H -4.413 -3.221 -2.198
H -4.779 -4.083 -4.469
H -2.932 -5.158 -5.716
H -0.694 -5.381 -4.678
H -1.273 -7.102 -2.331
H -1.139 -8.922 -0.653
H 0.061 -8.524 1.477
H 1.040 -6.334 1.971
H 1.083 -6.760 -3.303
H 3.136 -6.724 -4.679
H 4.333 -4.568 -4.991
H 3.568 -2.553 -3.901
H 3.128 -1.370 -2.701
H 2.578 -1.138 -1.055
H 2.899 1.812 -1.343
H 4.341 0.449 -3.669
H 4.534 0.110 -1.939
H 5.047 1.660 -2.599
H 2.874 2.616 -4.284
H 3.497 3.536 -2.914
H 1.765 3.266 -3.061
H 0.263 -0.713 -4.171
H 0.625 2.279 -4.751
H -0.335 1.152 -5.712
H -0.805 1.507 -4.048
H 2.792 0.669 -5.228
H 1.640 -0.212 -6.229
H 2.545 -1.074 -4.984
H 3.064 -2.764 4.067
H 0.080 -2.188 3.863
H 0.898 -2.155 5.425
H 0.874 -3.642 4.490
H 1.857 0.041 3.754
H 3.587 -0.366 3.930
H 2.492 -0.594 5.275
O 1.611 6.296 2.354
C 2.299 5.639 1.407
O 2.955 6.220 0.600
C 2.209 4.142 1.444
C 2.940 3.283 2.230
N 2.653 2.034 1.805
N 1.781 2.025 0.805
C 1.497 3.299 0.577
C 0.524 3.635 -0.494
O 0.175 4.772 -0.715
O 0.131 2.587 -1.193
H 1.098 5.686 2.894
H 3.652 3.480 3.020
H 2.989 1.162 2.174
Cl -2.699 4.692 1.881
C -2.507 3.112 2.691
C -1.649 2.142 1.879
O -0.755 1.514 2.470
O -1.973 1.960 0.648
H -3.501 2.696 2.826
H -2.051 3.284 3.655
C -5.353 0.960 -1.587
N -4.370 1.975 -1.886
C -4.748 3.395 -1.936
C -3.440 4.086 -2.349
N -2.491 2.965 -2.401
C -3.062 1.824 -2.052
S -2.244 0.282 -2.007
H -6.135 0.959 -2.349
H -5.808 1.156 -0.618
H -4.873 -0.013 -1.573
H -5.086 3.715 -0.949
H -5.555 3.547 -2.652
H -3.110 4.825 -1.625
H -3.505 4.559 -3.326
H -1.501 3.098 -2.206
```

Summary:
Charge   +1
LUMO level (spin up / spin down)   -2.41 / -4.66 eV
2S+1   2
HOMO energy (spin up / spin down)   -9.5234 / -9.6529 eV
HOMO-LUMO gap (spin up / spin down)   7.1 / 5.0 eV

---

[2]
Density functional theory data (ωB97M-V/def2-TZVPD) for a cluster of 10 separate species, C50H75N5O15 in total in a non-equilibrium geometry.

```
145
Properties=species:S:1:pos:R:3
C 9.433 9.020 19.087
C 10.327 8.351 18.361
C 9.836 7.785 17.031
O 10.505 7.031 16.384
C 8.433 8.085 16.558
C 7.655 8.965 17.224
C 8.150 9.509 18.518
O 7.473 10.255 19.198
H 9.715 9.140 20.152
H 11.267 7.901 18.710
H 8.196 7.472 15.651
H 6.594 9.258 16.960
C 11.965 17.007 23.156
C 11.921 16.375 22.009
C 12.799 15.149 21.781
O 12.955 14.609 20.688
C 13.575 14.571 22.958
C 13.558 15.203 24.154
C 12.850 16.539 24.244
O 13.060 17.265 25.174
H 11.406 17.823 23.413
H 11.339 16.639 21.167
H 14.034 13.597 22.843
H 14.189 15.006 24.974
C 11.458 15.739 17.161
C 10.272 16.003 17.663
C 9.051 15.891 16.850
O 8.003 15.798 17.487
C 9.133 15.486 15.377
C 10.339 15.443 14.788
C 11.531 15.480 15.706
O 12.566 15.094 15.233
H 12.393 15.862 17.696
H 10.164 16.300 18.634
H 8.253 15.190 14.912
H 10.486 15.361 13.748
C 14.321 12.430 18.617
C 13.532 11.735 19.360
C 13.622 10.214 19.297
O 12.922 9.504 19.984
C 14.505 9.613 18.259
C 15.218 10.358 17.438
C 15.384 11.812 17.702
O 16.181 12.444 17.117
H 14.184 13.488 18.528
H 12.802 12.172 19.977
H 14.540 8.505 18.300
H 15.993 9.891 16.813
C 19.121 9.916 14.316
C 20.379 9.580 14.691
C 20.714 8.551 15.739
O 21.873 8.296 15.999
C 19.562 7.783 16.375
C 18.286 8.136 16.050
C 18.007 9.255 15.070
O 16.853 9.532 14.936
H 18.729 10.560 13.523
H 21.301 9.936 14.248
H 19.798 7.011 17.095
H 17.432 7.568 16.376
C 9.182 11.329 14.716
C 10.500 10.981 15.459
C 11.722 11.325 14.599
O 12.933 10.937 15.257
C 13.914 11.534 14.543
N 10.667 11.843 16.632
H 8.378 11.498 15.480
H 8.796 10.537 14.039
H 9.229 12.298 14.153
H 10.432 9.882 15.666
H 11.735 12.412 14.492
H 11.675 10.845 13.586
H 13.817 11.501 13.462
H 14.795 10.950 14.768
H 14.075 12.578 14.780
H 11.616 11.695 17.023
H 10.019 11.650 17.374
C 9.729 13.246 19.935
C 8.757 13.948 20.913
C 9.119 13.660 22.369
O 8.132 14.025 23.348
C 7.236 12.943 23.540
N 8.864 15.406 20.790
H 9.560 12.144 20.141
H 10.746 13.553 20.052
H 9.387 13.469 18.925
H 7.789 13.483 20.735
H 9.998 14.234 22.640
H 9.310 12.622 22.407
H 6.345 13.000 22.955
H 6.966 13.066 24.659
H 7.697 11.862 23.445
H 8.221 15.726 20.077
H 8.490 15.755 21.659
C 20.421 9.520 19.574
C 19.438 10.614 19.414
C 20.127 11.993 19.363
O 20.621 12.338 20.771
C 20.590 13.698 21.094
N 18.791 10.451 18.040
H 21.144 9.499 18.736
H 19.875 8.556 19.627
H 20.911 9.579 20.519
H 18.595 10.589 20.109
H 19.477 12.716 18.841
H 21.079 11.957 18.897
H 21.397 13.839 21.823
H 19.687 14.054 21.586
H 20.812 14.354 20.232
H 18.159 11.248 17.892
H 18.316 9.552 17.900
C 20.892 17.975 14.116
C 20.245 16.891 15.021
C 19.754 17.685 16.223
O 18.801 18.645 15.822
C 18.139 19.263 16.891
N 19.161 16.123 14.385
H 21.520 17.595 13.326
H 21.393 18.786 14.602
H 19.982 18.425 13.655
H 20.952 16.104 15.330
H 20.675 18.055 16.677
H 19.312 17.030 17.042
H 18.865 19.601 17.636
H 17.477 18.510 17.413
H 17.503 20.114 16.551
H 18.541 15.630 15.011
H 18.520 16.694 13.832
C 17.817 9.956 10.090
C 18.079 11.458 10.047
C 17.125 12.303 10.914
O 17.390 11.814 12.184
C 16.692 12.409 13.261
N 19.433 11.724 10.475
H 16.853 9.717 9.649
H 17.864 9.594 11.124
H 18.557 9.527 9.478
H 17.893 11.921 9.019
H 16.032 12.211 10.547
H 17.343 13.385 10.776
H 16.499 11.625 13.939
H 15.754 12.842 12.924
H 17.288 13.141 13.834
H 19.481 12.509 11.100
H 20.101 11.799 9.700
```

Summary:
LUMO level   -1.49 eV
Structure (SMILES)   O=C1C=CC(=O)C=C1.O=C1C=CC(=O)C=C1.O=C1C=CC(=O)C=C1.O=C1C=CC(=O)C=C1.O=C1C=CC(=O)C=C1.COC[C@H](C)N.COC[C@H](C)N.COC[C@H](C)N.COC[C@H](C)N.COC[C@H](C)N
HOMO energy   -8.8946 eV
HOMO-LUMO gap   7.4 eV

---

[3]
Density functional theory data (ωB97M-V/def2-TZVPD) for a structure of composition C50H77NOPReSeSi in a non-equilibrium geometry.

```
133
Properties=species:S:1:pos:R:3
Re -0.241 0.615 -0.281
C -0.643 0.307 1.826
Si -2.134 -0.717 2.273
C -2.371 -1.902 0.828
N -2.178 -1.307 -0.514
C -1.765 -2.366 -1.450
C -2.856 -3.397 -1.732
C -4.171 -2.709 -2.148
C -3.977 -1.201 -2.290
C -3.411 -0.614 -1.001
C -3.655 0.291 2.689
C -3.520 1.357 3.584
C -4.614 2.114 3.974
C -5.878 1.803 3.490
C -6.041 0.729 2.629
C -4.938 -0.017 2.234
C -1.715 -1.748 3.784
C -0.664 -1.418 4.643
C -0.390 -2.178 5.773
C -1.167 -3.290 6.064
C -2.219 -3.634 5.226
C -2.489 -2.868 4.102
H 0.189 -0.165 2.340
H -0.743 1.307 2.267
H -3.343 -2.412 0.884
H -1.612 -2.678 0.973
H -0.887 -2.863 -1.040
H -1.460 -1.886 -2.373
H -3.011 -4.027 -0.855
H -2.495 -4.057 -2.522
H -4.943 -2.885 -1.395
H -4.546 -3.129 -3.082
H -4.939 -0.721 -2.479
H -3.333 -0.963 -3.142
H -4.180 -0.691 -0.232
H -3.205 0.443 -1.131
H -2.543 1.595 3.995
H -4.483 2.941 4.660
H -6.736 2.388 3.797
H -7.027 0.468 2.268
H -5.092 -0.857 1.567
H -0.049 -0.547 4.440
H 0.429 -1.904 6.426
H -0.956 -3.884 6.943
H -2.830 -4.499 5.453
H -3.322 -3.150 3.465
C -1.352 -0.280 -8.285
C -0.928 -0.222 -6.844
C -0.880 0.977 -6.150
C -0.463 1.049 -4.827
C -0.353 2.392 -4.171
C -0.114 -0.136 -4.170
Se 0.735 0.042 -2.427
C -0.109 -1.361 -4.853
C 0.344 -2.666 -4.257
C -0.532 -1.372 -6.177
H -1.576 0.712 -8.674
H -2.240 -0.901 -8.404
H -0.564 -0.717 -8.900
H -1.148 1.897 -6.658
H -0.642 3.182 -4.862
H 0.669 2.586 -3.837
H -0.990 2.442 -3.299
H 1.089 -2.521 -3.473
H 0.779 -3.299 -5.029
H -0.497 -3.210 -3.833
H -0.527 -2.317 -6.710
C 5.915 0.522 -2.092
C 5.170 1.844 -1.829
C 3.701 1.598 -1.458
C 3.621 0.342 -0.575
C 3.941 -0.908 -1.424
C 4.945 -0.568 -2.540
P 2.126 0.225 0.510
C 2.406 1.509 1.826
C 3.843 1.645 2.400
C 4.418 3.041 2.169
C 3.542 4.111 2.827
C 2.038 3.881 2.551
C 1.835 2.876 1.421
C 2.269 -1.387 1.404
C 3.615 -1.665 2.092
C 3.722 -3.154 2.482
C 2.344 -3.756 2.748
C 1.516 -3.786 1.453
C 1.840 -2.583 0.546
H 6.424 0.187 -1.182
H 6.692 0.672 -2.841
H 5.211 2.483 -2.713
H 5.667 2.389 -1.022
H 3.110 1.436 -2.357
H 3.292 2.479 -0.968
H 4.418 0.440 0.167
H 3.035 -1.316 -1.868
H 4.371 -1.680 -0.782
H 4.412 -0.236 -3.436
H 5.490 -1.471 -2.816
H 1.757 1.152 2.632
H 4.523 0.899 1.994
H 3.806 1.459 3.476
H 4.511 3.229 1.095
H 5.427 3.089 2.580
H 3.846 5.095 2.470
H 3.720 4.100 3.904
H 1.552 4.823 2.294
H 1.539 3.507 3.449
H 2.308 3.261 0.516
H 0.774 2.767 1.195
H 1.512 -1.299 2.185
H 3.696 -1.048 2.988
H 4.453 -1.401 1.443
H 4.358 -3.250 3.362
H 4.207 -3.717 1.680
H 1.828 -3.167 3.513
H 2.445 -4.765 3.146
H 0.452 -3.804 1.703
H 1.728 -4.705 0.905
H 0.977 -2.313 -0.064
H 2.639 -2.852 -0.145
C -1.910 4.001 -1.167
C -2.342 3.063 -0.056
C -1.976 3.661 1.298
C -3.845 2.823 -0.126
O -1.697 1.777 -0.188
H -2.372 4.977 -1.020
H -2.239 3.616 -2.130
H -0.826 4.126 -1.172
H -2.460 4.632 1.403
H -0.899 3.811 1.379
H -2.315 3.016 2.106
H -4.368 3.770 0.008
H -4.161 2.134 0.657
H -4.123 2.413 -1.098
```

Summary:
Charge   +1
LUMO level (spin up / spin down)   -3.72 / -3.44 eV
2S+1   4
HOMO energy (spin up / spin down)   -10.4662 / -10.6308 eV
HOMO-LUMO gap (spin up / spin down)   6.7 / 7.2 eV

---

no.,DFT total energy (eV)
1,-190818.370
2,-91217.273
3,-141276.009